[1]
The following is a DFT calculation (wB97M-V/def2-TZVPD) of a cluster of 4 separate species, C3H17N2O3 in total in a non-equilibrium geometry.

Geometry as ORCA input:
```
! RIJCOSX wB97M-V def2-TZVPD def2/J DEFGRID3
* xyz 1 1
C -0.5705 1.0148 0.2504
C 0.2473 0.9751 -1.0215
C 1.8801 0.6595 -0.8265
N 2.0907 -0.7351 -1.0932
N -0.4731 -0.3768 0.9430
H -1.6716 1.0629 -0.1066
H -0.5076 1.8781 0.9224
H -0.1144 0.1874 -1.6463
H 0.1006 1.8444 -1.5804
H 2.6366 1.3094 -1.5927
H 2.0968 1.0409 0.2481
H 2.4163 -0.8889 -2.1538
H -1.4278 -0.7346 0.8392
H 2.8190 -1.0607 -0.4478
H -0.0830 -0.4387 1.9309
H 0.1360 -0.9190 0.2344
H 0.8938 3.1239 2.7738
H 2.2640 2.4132 2.2066
O 1.3539 2.3026 2.5556
H -3.0595 -1.6026 -2.1990
H -3.5902 -0.6038 -1.3332
O -3.3328 -1.5156 -1.3480
H -2.0126 -2.6132 0.7512
H -1.0121 -3.6359 0.8113
O -1.0800 -2.6873 0.8822
*
```

E_HOMO, eV: -12.99
E_tot, eV: -12501.6632
Frontier orbital gap, Ha: 0.3735
ΔE to the lowest compared entry with this formula, charge and spin, kJ/mol: 308.5
E_LUMO, eV: -2.829

[2]
The following is a DFT calculation (wB97M-V/def2-TZVPD) of a structure of composition C40H36N9O4PSn.

Geometry as ORCA input:
```
! RIJCOSX wB97M-V def2-TZVPD def2/J DEFGRID3
* xyz 2 1
Sn -0.4485 -0.1891 -3.1077
O -0.6027 -5.9964 -3.6227
C 0.6810 -5.6400 -3.4237
C 1.6489 -6.6248 -3.6196
C 2.9803 -6.3462 -3.4022
C 3.3866 -5.0755 -2.9933
C 2.4397 -4.0900 -2.8347
C 1.0786 -4.3442 -3.0501
C 0.1090 -3.2474 -2.8844
O 0.5424 -2.0210 -3.0185
N -1.1267 -3.5449 -2.6110
N -1.9587 -2.4682 -2.3381
C -3.0682 -2.4470 -2.9782
C -4.1586 -1.5509 -2.6264
C -5.1824 -1.3637 -3.5620
C -6.2374 -0.5078 -3.3136
C -6.2987 0.1679 -2.1026
C -5.3202 -0.0287 -1.1390
C -4.2649 -0.8821 -1.4001
O -3.3485 -1.0348 -0.3514
H -1.1697 -5.2657 -3.3190
H 1.3206 -7.6064 -3.9316
H 3.7149 -7.1277 -3.5419
H 4.4307 -4.8677 -2.8093
H 2.7379 -3.0983 -2.5273
H -3.2214 -3.1286 -3.8161
H -5.1254 -1.8952 -4.5035
H -7.0110 -0.3707 -4.0550
H -7.1252 0.8327 -1.8927
H -5.3770 0.4579 -0.1746
C 4.4072 9.4417 5.7474
O 5.1684 8.4577 5.0544
C 4.5190 7.5637 4.2938
C 5.3280 6.6438 3.6163
C 4.7570 5.6919 2.8070
C 3.3685 5.6246 2.6490
C 2.5716 6.5371 3.3339
C 3.1318 7.5015 4.1519
C 2.7334 4.6425 1.7828
N 1.4318 4.4678 1.6454
C 1.3002 3.4655 0.7369
C 2.5304 3.0119 0.3023
N 3.4411 3.7778 0.9840
C 2.6790 1.9899 -0.6751
C 3.8979 1.5025 -1.1798
C 3.8973 0.5288 -2.1444
C 2.6785 0.0371 -2.6150
N 1.5172 0.4746 -2.1470
C 1.4930 1.4307 -1.1862
C 0.1970 1.8666 -0.7125
N -0.8995 1.2661 -1.2381
C -2.0986 1.7025 -0.8939
C -2.2903 2.7332 0.0316
C -1.1929 3.3246 0.6052
C 0.0916 2.8978 0.2284
H 5.1301 10.0696 6.2578
H 3.7455 8.9765 6.4803
H 3.8261 10.0469 5.0494
H 6.3987 6.7027 3.7479
H 5.4152 4.9912 2.3071
H 1.4982 6.4855 3.2176
H 2.4897 8.1953 4.6712
H 4.4431 3.7434 0.9129
H 4.8349 1.8989 -0.8112
H 4.8190 0.1423 -2.5538
H 2.6362 -0.7205 -3.3835
H -2.9465 1.2231 -1.3682
H -3.2936 3.0489 0.2776
H -1.2841 4.1270 1.3254
C -1.2821 -3.0041 2.9292
N -0.6273 -3.2544 1.6410
C -0.9796 -4.5958 1.1688
N -2.4256 -4.8058 1.1066
C -3.0244 -4.5430 2.4194
N -2.7311 -3.1934 2.8949
C -3.3563 -2.2215 2.0064
P -2.7311 -2.3746 0.2918
C -0.9405 -2.2536 0.6303
C -3.0766 -4.1736 -0.0144
H -1.0576 -1.9870 3.2535
H -0.8619 -3.6996 3.6550
H -0.5635 -5.3240 1.8644
H -0.5443 -4.7656 0.1828
H -2.6113 -5.2635 3.1245
H -4.1032 -4.6901 2.3634
H -3.1487 -1.2018 2.3441
H -4.4423 -2.3542 2.0050
H -0.7479 -1.2426 1.0048
H -0.3393 -2.4219 -0.2595
H -2.6473 -4.4965 -0.9602
H -4.1549 -4.3421 -0.0105
*
```

E_HOMO, eV: -11.81
E_tot, eV: -78774.2549
Frontier orbital gap, Ha: 0.2164
E_LUMO, eV: -5.918

[3]
The following is a DFT calculation (wB97M-V/def2-TZVPD) of a cluster of 7 separate species, C20H58ClN5O10 in total in a non-equilibrium geometry.

Geometry as ORCA input:
```
! RIJCOSX wB97M-V def2-TZVPD def2/J DEFGRID3
* xyz -1 2
O -0.1371 -0.9328 -4.4005
H -0.2664 -0.9955 -5.3496
H -0.2232 -0.0006 -4.1877
H -0.7244 -1.5140 -3.9118
Cl 0.8998 -0.3401 -0.0083
O 0.7250 -0.3015 -1.4658
O 0.5641 -1.5967 0.5543
O 2.2850 -0.0863 0.2714
O 0.0450 0.6708 0.6812
C -2.2755 3.0796 -0.8709
C -1.9329 4.4391 -1.3969
C -1.4419 5.4315 -0.2295
O -2.4392 5.7499 0.7205
C -3.5651 6.4064 0.1222
N -0.8068 4.0927 -2.2368
H -3.0543 3.1353 -0.1103
H -1.4582 2.6209 -0.3143
H -2.6499 2.4420 -1.6718
H -2.6803 4.8591 -2.0700
H -1.0623 6.4060 -0.5365
H -0.6140 5.0417 0.3626
H -3.6573 7.2728 0.7772
H -4.4306 5.7910 0.3679
H -3.5907 6.6115 -0.9480
H -0.9843 3.2628 -2.7844
H 0.1027 3.8573 -1.8660
C 0.0753 -4.9803 -3.7744
C 0.0479 -5.2484 -2.2695
C 0.9072 -4.3216 -1.4331
O 2.2623 -4.6592 -1.7486
C 3.1737 -3.8601 -1.0331
N -1.4044 -5.1365 -2.0693
H -0.4645 -4.0752 -4.0527
H -0.3804 -5.7366 -4.4135
H 1.1358 -4.9823 -4.0264
H 0.3574 -6.2852 -2.1381
H 0.6893 -4.6270 -0.4098
H 0.6735 -3.2730 -1.6172
H 2.8795 -2.8135 -1.1116
H 4.1403 -3.9061 -1.5348
H 3.1835 -4.2637 -0.0206
H -1.7636 -5.9091 -2.6117
H -1.5367 -5.3958 -1.1022
C 2.0160 3.9327 0.9168
C 2.0938 4.1049 -0.5777
C 3.4400 4.4380 -1.1911
O 3.1627 4.7588 -2.5430
C 4.2810 5.2088 -3.2778
N 1.6707 2.8568 -1.1094
H 2.8870 3.3799 1.2687
H 1.1518 3.3281 1.1920
H 1.8771 4.8350 1.5122
H 1.3255 4.8169 -0.8791
H 4.1463 3.6192 -1.0532
H 3.8881 5.3306 -0.7546
H 3.9329 5.4507 -4.2820
H 4.9911 4.3854 -3.3543
H 4.7402 6.0934 -2.8365
H 0.8894 2.5736 -0.5354
H 2.2915 2.1164 -0.8153
C 1.6531 -4.2392 2.8604
C 1.4883 -2.9642 3.6828
C 2.6470 -2.0156 3.5787
O 2.3648 -0.8666 4.4065
C 3.0041 0.2900 3.9928
N 0.2252 -2.3463 3.3892
H 1.9242 -4.0881 1.8156
H 0.7334 -4.8173 2.9502
H 2.4093 -4.8976 3.2880
H 1.3441 -3.1428 4.7484
H 2.8900 -1.8510 2.5290
H 3.5317 -2.5673 3.8966
H 2.5898 0.6411 3.0477
H 4.0902 0.2455 3.9113
H 2.9026 1.0645 4.7530
H 0.1320 -2.0971 2.4149
H 0.3350 -1.5360 3.9820
C -4.4942 -3.4264 1.3002
C -3.2504 -2.4752 1.1043
C -3.2352 -1.3995 2.2308
O -4.4169 -0.6133 2.3778
C -4.8223 0.1010 1.1802
N -2.0200 -3.2611 1.2965
H -4.5672 -3.8343 2.3083
H -4.4796 -4.3251 0.6834
H -5.4250 -2.8864 1.1269
H -3.3389 -2.1223 0.0769
H -2.4549 -0.6392 2.2649
H -3.1236 -1.9997 3.1338
H -5.0321 -0.5077 0.3007
H -4.0675 0.7944 0.8093
H -5.7603 0.5847 1.4527
H -1.9042 -3.2927 2.2993
H -1.2608 -2.6672 0.9949
*
```

E_HOMO (spin up / spin down), eV: -2.24 / -6.03
E_tot, eV: -62115.2178
Frontier orbital gap (spin up / spin down), Ha: 0.1815 / 0.3192
E_LUMO (spin up / spin down), eV: 2.695 / 2.652

[4]
The following is a DFT calculation (wB97M-V/def2-TZVPD) of an isolated molecule of C7H6N4 in a non-equilibrium geometry.

Geometry as ORCA input:
```
! RIJCOSX wB97M-V def2-TZVPD def2/J DEFGRID3
* xyz 0 1
C -3.1957 0.2845 -0.0302
C -1.8268 -0.1450 0.0438
N -1.6194 -1.5227 0.0445
N -0.3732 -1.9141 -0.0341
C 0.6385 -1.0627 0.1672
N 1.8761 -1.5979 0.0698
C 2.8657 -0.7883 0.0178
C 2.6762 0.6929 -0.0893
C 1.4364 1.2849 0.0721
C 0.4245 0.3431 0.2251
N -0.8504 0.7285 0.1833
H -3.2634 1.4042 -0.6863
H -3.6763 0.3965 1.0332
H -3.7655 -0.4996 -0.7079
H 3.8579 -1.2826 -0.0333
H 3.5551 1.3983 -0.1778
H 1.2404 2.2798 -0.0977
*
```

E_HOMO, eV: -9.06
E_tot, eV: -13314.1838
SMILES: Cc1nnc2ncccc2n1
Frontier orbital gap, Ha: 0.3022
ΔE to the lowest compared entry with this formula, charge and spin, kJ/mol: 184.3
E_LUMO, eV: -0.836

[5]
The following is a DFT calculation (wB97M-V/def2-TZVPD) of a cluster of 4 separate species, C3H11NO3 in total in a non-equilibrium geometry.

Geometry as ORCA input:
```
! RIJCOSX wB97M-V def2-TZVPD def2/J DEFGRID3
* xyz 0 1
C 1.1392 -0.0849 -1.5223
C 1.7201 -0.4774 -0.4147
N 0.9758 -1.2597 0.5168
C 0.6900 -0.8487 1.6633
H 0.0945 -0.3415 -1.7059
H 1.3690 0.4365 -2.4454
H 2.6936 -0.2420 0.0021
H 0.1285 -1.4328 2.3914
H 1.0635 0.0782 2.1059
O -1.8542 -2.0386 -1.4162
H -1.1408 -1.9705 -0.7569
H -1.3207 -2.4090 -2.1556
O 0.4873 2.6152 1.3560
H 0.1594 2.1867 0.5343
H -0.3194 2.8864 1.8006
O -1.6187 1.1794 0.0817
H -2.1881 0.7009 0.6973
H -2.0790 1.0218 -0.7323
*
```

E_HOMO, eV: -9.22
E_tot, eV: -10920.1042
SMILES: C=CN=C.O.O.O
Frontier orbital gap, Ha: 0.3590
ΔE to the lowest compared entry with this formula, charge and spin, kJ/mol: 279.9
E_LUMO, eV: 0.545

[6]
The following is a DFT calculation (wB97M-V/def2-TZVPD) of a cluster of 14 separate species, CH29O14 in total in a non-equilibrium geometry.

Geometry as ORCA input:
```
! RIJCOSX wB97M-V def2-TZVPD def2/J DEFGRID3
* xyz -1 1
C 0.9478 1.8011 0.7312
O -0.3495 2.4209 0.9296
H 1.0133 0.7293 1.0406
H 1.3819 1.9017 -0.2153
H 1.7007 2.2877 1.3238
H -0.3379 -3.7205 -0.6205
H -0.6419 -2.8973 0.6014
O 0.2664 -3.5117 0.1005
H -1.9197 -2.0420 -0.4623
H -1.9133 -1.3910 -1.8010
O -2.0624 -2.2506 -1.4673
H 1.8952 0.5480 -4.1740
H 1.9539 1.8999 -3.3880
O 1.3686 1.3851 -3.9454
H 2.8509 -1.3606 0.3650
H 2.4146 -0.8596 1.6878
O 3.2003 -0.7019 1.0264
H 2.7685 -1.0909 -1.4620
H 3.1441 0.2516 -0.9548
O 3.0806 -0.1765 -1.7947
H -2.1972 3.5141 -0.8241
H -1.4881 3.7895 0.4386
O -1.9292 4.3064 -0.1735
H 0.2072 -0.6924 2.8585
H -0.6350 1.8903 1.8512
O 0.5531 -1.4498 2.3252
H -1.4307 1.7878 -0.1081
H -1.9492 1.5441 -1.6409
O -2.1956 1.8652 -0.7137
H -0.1666 -1.7121 1.6601
H -1.8971 -2.6164 1.6564
O -1.6034 -1.9554 1.0301
H -2.0981 -0.8953 1.8204
H -3.1985 -0.0574 2.7874
O -2.2578 -0.3841 2.8252
H -0.4165 1.4714 4.2578
H -1.2258 0.6632 3.1735
O -0.3760 1.2585 3.4030
H 1.5754 -3.0772 -0.7103
H 3.0507 -3.1462 -1.1223
O 2.2533 -2.6928 -1.3386
H -0.4933 1.0632 -3.9021
H -0.2003 0.4624 -2.4419
O -0.8777 0.7552 -2.9670
*
```

E_HOMO, eV: -6.89
E_tot, eV: -30173.4129
Frontier orbital gap, Ha: 0.3542
ΔE to the lowest compared entry with this formula, charge and spin, kJ/mol: 161.2
E_LUMO, eV: 2.746

[7]
The following is a DFT calculation (wB97M-V/def2-TZVPD) of a cluster of 15 separate species, C45H127N7O15 in total in a non-equilibrium geometry.

Geometry as ORCA input:
```
! RIJCOSX wB97M-V def2-TZVPD def2/J DEFGRID3
* xyz 0 1
C -0.9305 -3.5030 -4.7866
C -0.0655 -3.7836 -3.5920
C 1.4341 -3.5625 -3.8924
O -0.5644 -2.8984 -2.4964
H -0.8613 -2.4580 -5.1200
H -1.9692 -3.7459 -4.6513
H -0.6400 -4.0651 -5.6797
H -0.2788 -4.8210 -3.2611
H 1.6332 -2.5552 -4.1892
H 1.7770 -4.2581 -4.6972
H 2.0733 -3.6752 -2.9768
H 0.0939 -2.7396 -1.7759
C -2.4317 0.1371 -5.8246
C -2.7391 1.4712 -5.2129
C -3.4913 2.4424 -6.1531
O -2.6637 2.8481 -7.2152
C -3.3479 3.5501 -8.2209
N -3.6583 1.3898 -4.0323
H -2.1751 -0.5882 -5.0103
H -1.6041 0.1229 -6.5431
H -3.2953 -0.3091 -6.3514
H -1.8564 2.0220 -4.8654
H -3.7977 3.2920 -5.5485
H -4.3795 1.8750 -6.5282
H -2.6685 3.7278 -9.0513
H -3.6674 4.5401 -7.8573
H -4.2162 2.9901 -8.5430
H -3.4064 0.6241 -3.3822
H -4.6174 1.1085 -4.3186
C 3.2375 -0.3498 6.8901
C 1.9498 -0.2226 6.0502
C 2.2395 -0.4243 4.5907
O 2.8354 0.8098 4.0843
C 3.2653 0.6489 2.7632
N 0.9159 -1.1421 6.5054
H 3.6758 -1.3442 6.7326
H 3.0608 -0.2566 7.9952
H 4.0023 0.3543 6.5531
H 1.5817 0.8104 6.1423
H 1.2996 -0.6540 4.0697
H 2.9709 -1.2032 4.4649
H 4.1367 0.0408 2.6164
H 3.5739 1.6580 2.4589
H 2.4799 0.2688 2.0953
H 1.3382 -2.0684 6.6333
H 0.6214 -0.9107 7.4410
C 3.1546 -4.7251 0.4807
C 4.5981 -4.2380 0.7176
C 4.5560 -2.8081 1.2872
O 3.8364 -1.8535 0.5728
C 4.3683 -1.4123 -0.6651
N 5.2994 -5.1140 1.6230
H 2.5805 -3.9446 0.0131
H 2.6239 -4.9999 1.3974
H 3.0769 -5.6239 -0.0949
H 5.0379 -4.1516 -0.2708
H 5.5882 -2.4773 1.4256
H 4.1097 -2.8324 2.2663
H 5.4020 -1.0623 -0.5756
H 3.7646 -0.5448 -1.0010
H 4.3048 -2.1389 -1.5032
H 6.2484 -4.7779 1.7310
H 5.3774 -6.0693 1.3641
C -3.9418 1.1692 0.6894
C -5.1543 1.8739 1.2517
C -4.7318 3.1569 1.9007
O -3.7970 2.8546 2.9406
C -3.2198 4.0605 3.4841
N -6.1232 2.0780 0.1881
H -3.6368 1.5164 -0.2891
H -4.2046 0.1010 0.6001
H -3.1219 1.2379 1.4063
H -5.5887 1.3201 2.0588
H -5.6424 3.6685 2.3143
H -4.2864 3.8010 1.0976
H -2.5259 4.4833 2.7305
H -2.6822 3.8470 4.4105
H -3.9753 4.8314 3.7333
H -5.8179 2.4004 -0.6983
H -6.9354 2.6016 0.4352
C 0.3046 2.9132 3.7901
C 1.2893 4.0603 4.0306
C 0.5990 5.3911 4.2004
O -0.0358 5.7675 2.9632
C -0.5399 7.1128 2.9822
N 2.2151 3.8655 5.1523
H 0.8155 2.0524 3.3791
H -0.4313 3.1125 3.0064
H -0.1863 2.6591 4.7372
H 1.8167 4.2121 3.0685
H 1.3594 6.1662 4.3906
H -0.1129 5.4071 5.0624
H -1.3587 7.3250 3.7176
H -0.9879 7.2376 1.9888
H 0.2362 7.8476 3.1458
H 1.6585 3.6109 5.9583
H 2.7942 3.0527 5.0064
C -0.5319 -1.4239 1.2817
C -0.2081 -0.8948 -0.0879
C 0.1828 0.5339 0.0399
O 0.5808 1.0716 -1.2413
C -0.5282 1.3335 -2.0886
N 0.9202 -1.6353 -0.6138
H -0.9612 -2.4157 1.1575
H -1.2356 -0.7836 1.8280
H 0.3310 -1.5188 1.9734
H -1.0159 -0.9249 -0.8234
H 1.0820 0.7259 0.6301
H -0.6616 1.1236 0.3336
H -0.9424 0.4013 -2.4648
H -0.1906 1.9097 -2.9407
H -1.3655 1.8492 -1.5679
H 1.5921 -1.9374 0.0786
H 1.4373 -1.0342 -1.2459
C 4.2469 5.0947 -5.4170
C 4.5456 3.6267 -5.0349
C 3.5498 3.1483 -3.9985
O 3.5909 4.0107 -2.8987
C 2.6976 3.6843 -1.9175
N 4.4529 2.6598 -6.1541
H 3.1872 5.3486 -5.4140
H 4.6515 5.3183 -6.3958
H 4.7377 5.7584 -4.6944
H 5.5725 3.5296 -4.7014
H 3.7984 2.1314 -3.6609
H 2.5537 3.0802 -4.4528
H 2.9589 2.7235 -1.4153
H 1.7089 3.6054 -2.3663
H 2.8229 4.4729 -1.1529
H 4.9437 2.9862 -6.9377
H 3.5130 2.3624 -6.3968
C -5.1493 -1.2929 -2.3238
C -3.8863 -2.0631 -2.0715
O -2.7577 -1.2627 -2.4509
H -6.0386 -1.9202 -2.1471
H -5.0705 -0.8991 -3.3353
H -5.1737 -0.3968 -1.6731
H -3.8768 -2.9774 -2.6815
H -3.9144 -2.3144 -0.9857
H -2.0411 -1.9242 -2.5979
C -2.1058 -4.6136 3.7674
C -2.6806 -5.9500 3.4286
O -1.5992 -6.6990 2.9436
H -1.4361 -4.6589 4.6303
H -2.8850 -3.9363 4.1290
H -1.5563 -4.1037 3.0062
H -3.4824 -5.8296 2.6583
H -3.0278 -6.3723 4.3639
H -1.8953 -7.5967 2.9722
C -3.4130 -0.6135 4.1339
C -2.0902 -0.0714 4.6596
O -1.1403 -1.1509 4.4390
H -4.1635 0.1742 4.1306
H -3.6857 -1.4442 4.8147
H -3.2317 -0.9312 3.1317
H -2.2109 0.2510 5.6801
H -1.7404 0.8027 4.0708
H -0.6379 -1.3149 5.2525
C -1.6375 -5.1662 -0.1977
C -0.1952 -5.2111 0.0680
O 0.2928 -6.2757 0.8653
H -1.8888 -5.9369 -0.8937
H -1.8706 -4.2186 -0.6894
H -2.2473 -5.2169 0.7076
H 0.1276 -4.2788 0.5118
H 0.2847 -5.3424 -0.8763
H -0.3017 -6.5026 1.6096
C -1.7251 4.6783 -0.3088
C -0.2676 4.6987 -0.5820
O 0.4859 5.7302 0.0640
H -2.1383 5.6478 -0.5501
H -1.8802 4.4567 0.7574
H -2.2334 3.9082 -0.9170
H -0.1461 4.8785 -1.6727
H 0.1657 3.7253 -0.3068
H 0.6234 5.5164 1.0154
C 1.5288 -4.2117 3.9176
C 2.9076 -4.2363 4.4381
O 3.0887 -4.8070 5.7555
H 0.8080 -3.7454 4.6388
H 1.1958 -5.2122 3.6504
H 1.5254 -3.6780 2.9738
H 3.3001 -3.1966 4.4401
H 3.5415 -4.7613 3.7446
H 3.1827 -5.7571 5.7155
C 1.0625 0.4869 -4.8825
C 1.7140 -0.3813 -5.9401
O 2.0400 0.4614 -7.0241
H 1.7621 1.0604 -4.3120
H 0.5518 -0.1425 -4.1545
H 0.3370 1.1521 -5.3385
H 0.9762 -1.1786 -6.2018
H 2.5732 -0.8662 -5.4690
H 2.4813 -0.1042 -7.6531
*
```

E_HOMO, eV: -8.67
E_tot, eV: -89862.8997
Frontier orbital gap, Ha: 0.3397
ΔE to the lowest compared entry with this formula, charge and spin, kJ/mol: 0.0
E_LUMO, eV: 0.577

[8]
The following is a DFT calculation (wB97M-V/def2-TZVPD) of an isolated molecule of C3H5BrS in a non-equilibrium geometry.

Geometry as ORCA input:
```
! RIJCOSX wB97M-V def2-TZVPD def2/J DEFGRID3
* xyz 0 1
C -0.4020 1.1670 -0.9174
C -0.5774 0.2368 0.0046
Br -1.6751 0.5576 1.5641
C 0.1318 -1.1222 0.0618
S 1.4524 -0.9813 1.3398
H -0.8661 2.0414 -0.9616
H 0.1262 0.9332 -1.8367
H -0.3937 -2.0108 0.3931
H 0.5549 -1.1994 -0.9886
H 1.6492 0.3778 1.3409
*
```

E_HOMO, eV: -9.21
E_tot, eV: -84068.5879
SMILES: C=C(Br)CS
Frontier orbital gap, Ha: 0.3679
ΔE to the lowest compared entry with this formula, charge and spin, kJ/mol: 66.6
E_LUMO, eV: 0.803

no.,molar mass (u)
1,129.180
2,856.472
3,564.162
4,146.153
5,109.125
6,265.229
7,1006.545
8,153.044